Record 1
21
Properties=species:S:1:pos:R:3:lowdin_spin:R:1 method="wB97M-V/def2-TZVPD" de_lowest_kj_mol=241.0 s2=0.7504 spin_multiplicity=2 homo_ev="1.4 / -4.8" e_tot_ha=-308.2712 orbital_gap_ev="2.61 / 8.75" total_charge=-1 max_force_ha_per_bohr=0.1184
N 2.259 1.424 -0.009 0.019
C 1.453 1.140 -1.317 0.090
C 0.630 -0.127 -1.060 0.053
N -0.410 0.104 0.077 0.012
C -1.061 -1.101 0.605 0.076
C -0.232 -1.784 1.690 0.058
C -1.543 1.050 -0.211 0.277
H 1.594 2.184 0.456 0.034
H 2.182 0.555 0.386 0.003
H 0.785 2.053 -1.636 0.041
H 2.140 1.063 -2.086 0.010
H 0.025 -0.511 -1.912 0.033
H 1.304 -0.993 -0.766 0.008
H -1.268 -1.899 -0.157 0.021
H -2.098 -0.934 0.970 0.038
H 0.683 -2.220 1.312 0.004
H -0.930 -2.508 2.135 0.013
H -0.011 -1.388 2.641 0.010
H -2.308 0.748 -1.041 0.080
H -2.117 1.203 0.633 0.063
H -1.078 1.943 -0.710 0.057



Record 2
21
Properties=species:S:1:pos:R:3:nbo_charge:R:1 method="wB97M-V/def2-TZVPD" de_lowest_kj_mol=260.1 spin_multiplicity=1 homo_ev=-7.6 e_tot_ha=-308.3240 orbital_gap_ev=8.46 total_charge=0 max_force_ha_per_bohr=0.0837
C 1.750 0.523 -1.418 -0.409
C 2.251 -1.045 0.318 -0.411
N 1.260 -0.142 -0.231 -0.708
H 0.093 -0.563 -0.228 0.405
H 2.665 1.103 -1.218 0.178
H 1.004 1.231 -1.795 0.185
H 3.191 -0.535 0.579 0.180
H 1.865 -1.499 1.237 0.186
H 2.501 -1.859 -0.379 0.155
H 1.999 -0.179 -2.228 0.155
C -2.657 -0.404 -0.348 -0.630
N -1.104 1.736 1.096 -0.793
C -0.912 0.409 1.290 0.149
C -1.416 -0.611 0.485 -0.457
H -1.641 2.006 0.282 0.381
H -0.304 2.334 1.269 0.394
H -0.192 0.172 2.066 0.203
H -1.386 -1.590 0.962 0.216
H -3.572 -0.429 0.256 0.212
H -2.651 0.540 -0.901 0.191
H -2.744 -1.198 -1.093 0.218



Record 3
21
Properties=species:S:1:pos:R:3:nbo_charge:R:1 method="wB97M-V/def2-TZVPD" de_lowest_kj_mol=884.1 spin_multiplicity=1 homo_ev=-5.6 e_tot_ha=-308.0863 orbital_gap_ev=2.19 total_charge=0 max_force_ha_per_bohr=0.0924
N 5.051 -1.068 -0.006 -1.125
C 1.970 0.729 0.465 -0.284
C 2.227 0.347 -0.820 -0.339
C 1.972 0.028 1.646 -0.325
N -4.762 -0.012 -0.670 -0.305
C -4.272 1.287 -0.352 -0.491
C -3.871 -1.018 -0.312 -0.475
H 5.620 -1.742 -0.396 0.363
H 5.599 -0.437 0.566 0.384
H 1.533 1.817 0.544 0.199
H 1.905 0.949 -1.779 0.222
H 4.106 -0.977 -0.319 0.378
H 2.461 -0.661 -0.997 0.166
H 1.430 0.363 2.546 0.217
H 2.382 -0.934 1.500 0.190
H -3.522 1.480 -1.168 0.212
H -3.951 1.625 0.668 0.201
H -5.216 2.015 -0.650 0.203
H -3.619 -1.052 0.792 0.197
H -4.149 -2.105 -0.563 0.211
H -2.893 -0.637 -0.697 0.198



Record 4
21
Properties=species:S:1:pos:R:3:nbo_charge:R:1 method="wB97M-V/def2-TZVPD" de_lowest_kj_mol=350.6 spin_multiplicity=1 homo_ev=-7.3 e_tot_ha=-308.2895 orbital_gap_ev=8.09 total_charge=0 max_force_ha_per_bohr=0.0451
C 2.502 0.193 -0.157 -0.617
C 1.091 -0.330 -0.308 -0.080
N 0.793 -1.347 0.688 -0.846
N -0.771 -0.675 -1.688 -0.816
C 0.556 -0.433 -1.607 0.061
H 1.498 -2.078 0.679 0.363
H -0.124 -1.753 0.556 0.372
H -1.220 -0.116 -0.828 0.409
H -1.195 -0.403 -2.567 0.379
H 1.061 0.034 -2.450 0.176
H 2.607 0.702 0.802 0.221
H 3.235 -0.620 -0.177 0.202
H 2.761 0.885 -0.959 0.212
C -1.297 1.146 0.456 -0.713
C -2.053 0.319 1.489 -0.626
H -1.359 -0.137 2.196 0.215
H -2.774 0.919 2.054 0.202
H -1.979 1.654 -0.232 0.204
H -0.753 1.956 0.945 0.214
H 0.032 0.579 0.092 0.276
H -2.612 -0.494 1.017 0.191



Record 5
21
Properties=species:S:1:pos:R:3:nbo_charge:R:1 method="wB97M-V/def2-TZVPD" de_lowest_kj_mol=125.1 smiles=CC(C)NCCN spin_multiplicity=1 homo_ev=-8.5 e_tot_ha=-308.3754 orbital_gap_ev=9.49 total_charge=0 max_force_ha_per_bohr=0.0559
N 1.004 -2.766 1.286 -0.826
C -0.300 -2.405 0.741 -0.220
C -0.633 -0.926 0.782 -0.239
N 0.180 -0.168 -0.140 -0.649
C -0.768 2.105 0.166 -0.636
C -0.267 1.049 -0.845 -0.035
C 0.735 1.640 -1.810 -0.619
H 1.677 -2.847 0.531 0.355
H 1.422 -2.018 1.833 0.343
H -1.084 -2.951 1.269 0.177
H -0.338 -2.787 -0.280 0.192
H -1.673 -0.632 0.781 0.208
H -0.363 -0.627 1.814 0.163
H 1.087 0.107 0.223 0.345
H -1.100 1.656 1.098 0.212
H -1.352 2.871 -0.331 0.214
H 0.125 2.662 0.501 0.193
H -1.134 0.620 -1.355 0.179
H 0.602 1.163 -2.785 0.221
H 1.738 1.601 -1.392 0.209
H 0.442 2.654 -2.088 0.214



Record 6
21
Properties=species:S:1:pos:R:3:nbo_charge:R:1 method="wB97M-V/def2-TZVPD" de_lowest_kj_mol=103.5 smiles=CCNCCCN spin_multiplicity=1 homo_ev=-8.8 e_tot_ha=-308.3836 orbital_gap_ev=9.94 total_charge=0 max_force_ha_per_bohr=0.0284
C -2.320 0.320 -0.112 -0.220
N -0.897 0.710 0.011 -0.630
C -0.028 -0.464 -0.113 -0.222
C 1.328 -0.203 0.588 -0.423
C 2.289 0.480 -0.409 -0.219
N 3.149 -0.500 -1.091 -0.859
C -2.843 -0.186 1.224 -0.626
H -2.435 -0.439 -0.887 0.167
H -2.901 1.205 -0.376 0.192
H -0.680 1.342 -0.750 0.351
H -0.468 -1.356 0.294 0.195
H 0.188 -0.667 -1.169 0.164
H 1.150 0.481 1.411 0.214
H 1.816 -1.119 0.910 0.217
H 1.704 1.036 -1.158 0.165
H 2.900 1.315 -0.054 0.188
H 2.970 -0.544 -2.082 0.358
H 4.129 -0.316 -0.960 0.361
H -2.395 0.270 2.094 0.220
H -3.932 -0.099 1.305 0.209
H -2.724 -1.267 1.325 0.200



Record 7
21
Properties=species:S:1:pos:R:3:lowdin_spin:R:1 method="wB97M-V/def2-TZVPD" de_lowest_kj_mol=199.9 s2=0.7550 spin_multiplicity=2 homo_ev="-13.7 / -13.6" e_tot_ha=-308.0452 orbital_gap_ev="10.95 / 5.87" total_charge=+1 max_force_ha_per_bohr=0.0928
N 1.029 -1.033 2.756 0.022
C 0.997 0.432 2.535 0.014
C 0.929 0.924 1.076 0.073
N 0.074 0.029 0.235 0.700
C -0.392 0.410 -1.178 0.067
C -1.265 -0.590 -1.924 0.005
C -1.399 -0.170 -3.440 0.001
H 0.052 -1.430 2.762 0.002
H 1.512 -1.332 3.627 0.000
H 0.216 0.879 3.171 0.004
H 1.939 1.006 2.839 -0.001
H 0.368 1.848 1.092 0.006
H 1.945 1.167 0.613 0.045
H 0.510 -0.916 0.238 0.015
H 0.552 0.596 -1.791 0.043
H -0.857 1.278 -1.118 0.004
H -2.289 -0.542 -1.564 0.001
H -0.631 -1.465 -2.020 0.000
H -0.562 0.387 -3.703 0.001
H -2.142 0.596 -3.388 0.000
H -1.556 -1.077 -4.105 0.000



Record 8
22
Properties=species:S:1:pos:R:3:nbo_charge:R:1 method="wB97M-V/def2-TZVPD" de_lowest_kj_mol=471.4 spin_multiplicity=1 homo_ev="-6.3 / -6.3" e_tot_ha=-383.5212 orbital_gap_ev="7.03 / 7.03" total_charge=0 max_force_ha_per_bohr=0.0385
C -0.975 -1.309 -0.797 0.714
C 0.079 -2.356 -1.067 -0.715
C 1.244 0.430 1.923 -0.402
N -1.692 -0.904 -1.889 -0.812
O -1.389 -1.066 0.352 -0.673
H -0.618 0.216 1.017 0.461
H -1.297 -0.999 -2.811 0.396
H -2.421 -0.228 -1.721 0.408
H -0.422 -3.308 -1.272 0.244
H 0.692 -2.098 -1.927 0.221
H 0.715 -2.482 -0.195 0.240
H 2.020 1.189 1.990 0.205
H 1.623 -0.456 1.423 0.200
H 0.926 0.157 2.926 0.215
C 0.597 1.022 -0.704 -0.716
C -0.418 2.148 1.654 -0.474
N 0.104 0.969 1.183 -0.387
H 1.424 1.710 -0.512 0.185
H -0.260 1.596 -1.057 0.185
H 1.054 0.364 -1.445 0.171
H 0.325 2.933 1.823 0.162
H -1.309 2.470 1.108 0.172